DFT (the ωB97M-V functional and the def2-TZVPD basis) results for a molecular structure, C5H31NO11S at a distorted geometry.

Values from the calculation:
E_tot: -40536.6923 eV
Kohn-Sham gap: 6.3 eV
Energy relative to the best compared isomer or geometry (same formula, charge and spin): 0.000 eV
LUMO: 5.088 eV
Total charge: -2

Last column: Mulliken charge in e.
Positions of all 49 atoms, in Å:
C1 -2.926 -0.482 0.210  -0.4801
N1 -1.516 -0.359 -0.251  -0.1237
C2 -0.873 -1.691 -0.065  -0.1687
C3 -1.218 -2.617 -1.238  -0.8744
S1 -1.017 -1.771 -2.867  -0.6501
C4 0.711 -1.658 0.008  -0.4356
O1 1.346 -0.594 0.676  -0.3358
C5 -3.958 -0.438 -0.883  -1.3171
H1 -3.070 0.343 0.891  0.4400
H2 -2.979 -1.331 0.928  0.5559
H3 -1.273 -0.026 -1.205  0.2890
H4 -1.190 -2.082 0.886  0.3146
H5 -0.487 -3.398 -1.372  0.4472
H6 -2.215 -3.127 -1.316  0.2518
H7 1.273 -1.719 -0.945  -0.1846
H8 1.028 -2.503 0.638  0.2386
H9 -4.425 -1.454 -0.924  0.2674
H10 -4.610 0.389 -0.832  0.3968
H11 -3.524 -0.315 -1.876  0.3176
H12 1.834 0.909 -0.134  0.3340
H13 2.708 1.566 1.045  0.3394
O2 2.588 1.523 0.091  -0.8437
H14 4.248 -0.152 -0.035  0.3021
H15 3.112 -1.077 0.484  0.2649
O3 4.076 -0.900 0.542  -0.7504
H16 0.514 0.881 3.457  0.4615
H17 1.969 1.292 3.798  0.2856
O4 1.137 1.182 4.276  -0.7516
H18 -1.479 1.521 0.061  0.3419
H19 -0.554 2.859 0.262  0.4506
O5 -1.268 2.455 -0.281  -0.7927
H20 -0.761 0.234 1.742  0.2572
H21 0.688 0.107 1.458  0.3007
O6 -0.064 0.810 2.105  -1.0138
H22 1.674 1.545 -1.926  0.2798
H23 1.357 0.728 -3.225  0.3117
O7 1.780 1.523 -2.882  -0.6788
H24 1.318 3.204 0.884  0.3775
H25 0.388 2.830 2.004  0.4002
O8 0.518 3.524 1.327  -0.7968
H26 2.816 -1.176 -2.314  0.3236
H27 1.886 -2.039 -3.235  0.2894
O9 2.791 -1.929 -2.908  -0.6789
H28 -0.468 2.933 -2.940  0.3488
H29 -1.407 2.990 -1.841  0.4175
O10 -1.287 3.424 -2.744  -0.7196
H30 0.719 -1.793 4.070  0.3474
H31 -0.082 -1.754 2.855  0.3605
O11 0.169 -2.389 3.542  -0.7167